ORCA calculation (ωB97M-V with the def2-TZVPD basis set) on a structure of composition C51H60N5O8P3PbS3.

Geometry as ORCA input:
```
! RIJCOSX wB97M-V def2-TZVPD def2/J DEFGRID3
* xyz 0 1
Pb -0.437 0.386 0.632
N -1.020 -1.980 -1.284
N -2.156 -2.206 -1.643
C -4.392 -0.293 -0.954
O -5.189 -0.794 -1.638
O -3.606 0.222 -0.275
H -0.478 -1.281 -1.810
H -0.610 -2.443 -0.414
H -2.592 -2.832 -0.930
O 1.794 0.183 -1.731
P 3.149 -0.418 -1.649
C 3.764 -0.894 0.011
P 2.595 -2.097 0.752
O 1.245 -2.022 0.127
C 3.351 -3.722 0.489
C 2.602 -4.688 -0.174
C 3.115 -5.968 -0.338
C 4.364 -6.286 0.176
C 5.109 -5.324 0.849
C 4.605 -4.043 1.005
C 2.598 -1.865 2.535
C 3.667 -1.343 3.256
C 3.546 -1.162 4.623
C 2.362 -1.495 5.270
C 1.310 -2.051 4.557
C 1.433 -2.246 3.189
C 4.387 0.721 -2.316
C 5.703 0.818 -1.878
C 6.548 1.769 -2.432
C 6.085 2.619 -3.426
C 4.775 2.517 -3.877
C 3.926 1.573 -3.320
C 3.300 -1.957 -2.596
C 2.177 -2.428 -3.266
C 2.240 -3.604 -4.000
C 3.433 -4.310 -4.070
C 4.559 -3.841 -3.405
C 4.496 -2.666 -2.674
H 3.812 -0.001 0.640
H 4.750 -1.351 -0.092
H 1.616 -4.423 -0.537
H 2.534 -6.720 -0.857
H 4.756 -7.288 0.063
H 6.077 -5.580 1.260
H 5.178 -3.296 1.546
H 4.585 -1.059 2.752
H 4.368 -0.733 5.183
H 2.261 -1.321 6.334
H 0.384 -2.317 5.053
H 0.616 -2.659 2.613
H 6.076 0.165 -1.098
H 7.569 1.853 -2.081
H 6.746 3.366 -3.847
H 4.416 3.176 -4.657
H 2.893 1.497 -3.641
H 1.262 -1.854 -3.204
H 1.361 -3.967 -4.518
H 3.491 -5.220 -4.652
H 5.489 -4.394 -3.460
H 5.384 -2.296 -2.171
S 1.786 1.318 1.669
C 1.274 2.090 3.165
C 2.273 2.442 4.081
C 1.975 3.074 5.273
C 0.652 3.385 5.568
C -0.344 3.058 4.667
C -0.062 2.407 3.457
S -1.426 2.073 2.394
H 3.300 2.200 3.829
H 2.766 3.336 5.966
H 0.395 3.885 6.494
H -1.379 3.305 4.872
O -1.012 1.411 -1.697
P -1.532 2.394 -2.684
N -0.348 3.497 -2.981
C -0.565 4.667 -3.839
C 0.289 5.763 -3.199
C 1.425 4.971 -2.541
C 0.707 3.752 -1.975
N -1.889 1.784 -4.204
C -0.689 1.240 -4.884
C -1.249 0.345 -5.998
C -2.711 0.052 -5.594
C -2.869 0.682 -4.209
N -2.940 3.085 -2.195
C -4.110 3.488 -2.973
C -4.667 4.664 -2.180
C -4.411 4.236 -0.729
C -3.060 3.515 -0.784
H -1.625 4.931 -3.892
H -0.219 4.457 -4.857
H -0.282 6.295 -2.435
H 0.643 6.485 -3.935
H 1.943 5.533 -1.766
H 2.151 4.664 -3.299
H 0.281 3.978 -0.992
H 1.348 2.878 -1.862
H -0.074 0.656 -4.184
H -0.080 2.057 -5.266
H -0.662 -0.570 -6.084
H -1.209 0.856 -6.958
H -2.926 -1.016 -5.561
H -3.400 0.514 -6.299
H -2.647 -0.054 -3.426
H -3.874 1.066 -4.043
H -4.856 2.683 -3.001
H -3.839 3.734 -4.000
H -5.722 4.836 -2.389
H -4.109 5.575 -2.410
H -5.191 3.544 -0.404
H -4.390 5.076 -0.038
H -3.018 2.666 -0.107
H -2.240 4.187 -0.514
C -2.740 -5.549 6.877
C -2.600 -4.885 5.533
C -3.461 -3.858 5.150
C -3.335 -3.248 3.913
C -2.331 -3.664 3.052
C -1.462 -4.683 3.411
C -1.608 -5.296 4.645
S -2.091 -2.787 1.537
O -1.148 -3.571 0.729
O -3.377 -2.645 0.861
O -1.527 -1.493 1.947
H -3.528 -5.078 7.464
H -1.809 -5.489 7.442
H -2.985 -6.606 6.761
H -4.236 -3.536 5.835
H -4.004 -2.455 3.602
H -0.686 -4.985 2.718
H -0.945 -6.107 4.924
*
```

## Properties
E_tot = -5266.8475 hartree
relative energy (zero: lowest compared OMol25 entry of this formula, charge and spin) = 0.834 eV